Below is a molecular structure, C14H31N4O6Tl in a non-equilibrium geometry, with properties calculated with ωB97M-V/def2-TZVPD.

CARTESIAN COORDINATES (ANGSTROEM)
Tl1 -1.39 0.50 1.30
O1 -3.72 0.04 -0.45
O2 0.02 -0.75 -0.96
O3 0.46 -1.53 2.15
O4 -0.57 3.28 0.23
O5 1.36 0.98 1.29
O6 -1.19 1.87 -1.32
N1 1.34 -2.48 -1.76
N2 3.26 0.94 0.24
N3 -4.04 1.39 -2.15
N4 1.38 -1.11 4.15
C1 -5.88 -0.03 -1.52
C2 -0.25 -1.34 -3.24
C3 3.30 1.17 2.67
C4 -0.79 3.00 -0.93
C5 -4.76 2.01 -3.25
C6 2.80 1.01 -1.14
C7 0.39 -1.55 -1.85
C8 2.57 0.95 1.33
C9 1.98 -2.78 -0.52
C10 1.16 -1.94 3.08
C11 1.82 -1.54 5.48
C12 -4.51 0.47 -1.29
C13 -0.57 4.11 -2.00
C14 1.71 -3.34 3.01
H1 -0.29 5.11 -1.67
H2 4.06 1.92 2.44
H3 1.69 -2.60 5.67
H4 -0.98 -0.53 -3.22
H5 2.97 -3.21 -0.64
H6 1.42 -3.79 3.96
H7 -1.47 4.16 -2.60
H8 3.87 0.30 3.01
H9 -4.29 1.79 -4.21
H10 2.78 -3.33 3.19
H11 1.62 -2.96 -2.61
H12 0.85 -0.25 4.21
H13 -4.75 3.08 -3.08
H14 1.23 -0.97 6.19
H15 2.89 -1.33 5.59
H16 1.52 -3.62 0.00
H17 -0.66 -2.29 -3.57
H18 4.27 0.91 0.29
H19 -6.59 0.80 -1.53
H20 -3.11 1.76 -2.00
H21 1.94 -1.97 0.21
H22 2.94 0.03 -1.59
H23 -5.73 -0.48 -2.51
H24 1.71 1.12 -1.16
H25 0.26 3.73 -2.60
H26 2.71 1.56 3.50
H27 1.47 -3.87 2.09
H28 -6.23 -0.70 -0.73
H29 -5.76 1.58 -3.40
H30 0.50 -1.07 -3.98
H31 3.29 1.76 -1.76

Computed properties:
Total energy (eV): -37941.5465
Lowest unoccupied orbital energy (eV): -11.561
Frontier orbital gap (eV): 3.428
Total charge: +2

Atom charges from the Löwdin analysis, given in e for atoms 1 to 6:
1. Tl 1.339
2. O -0.037
3. O -0.020
4. O -0.078
5. O 0.127
6. O -0.063